ORCA calculation (ωB97M-V with the def2-TZVPD basis set) on 10 unconnected molecules or ions with the total composition C6H29O10 at a distorted geometry.

Structure (XYZ):
```
45
Properties=species:S:1:pos:R:3:mulliken_charge:R:1
H -0.03176 0.17753 -3.31199 0.434
H 1.46800 0.17300 -3.75215 0.265
C 1.00933 -1.27394 0.82760 -0.295
H 1.53310 -2.22948 0.65263 0.315
H -2.13711 -2.79964 0.81208 0.287
H 1.03068 1.70478 -1.00225 0.539
C -1.07823 -2.65521 0.75996 -1.084
C 0.83422 1.10170 -0.11446 0.391
H 1.36537 -0.88445 1.80086 0.448
H 1.09730 -0.70265 -1.29014 -0.860
H 2.40738 2.17234 1.00223 0.220
H -1.57999 2.98805 -0.32325 0.525
H -0.31845 1.06172 -0.07005 -0.400
H 1.66975 -2.40640 3.36429 0.344
O 0.95949 -2.80326 -2.45316 -0.734
C -0.47739 -1.46101 0.86167 -0.292
H 2.51005 -0.23280 -0.38554 0.475
H 0.16733 -2.78026 -1.91059 0.294
H -1.06884 1.98528 -2.22757 0.368
O -3.12068 0.33021 0.90822 -0.833
H -1.03842 -0.55045 1.03150 0.187
H -0.26624 3.57449 -0.80399 0.341
C 1.33607 1.83324 1.12277 -0.685
H -2.49561 1.22926 0.98569 0.442
H -3.94997 0.62959 0.86911 0.255
O 0.91946 -2.87781 3.61906 -0.667
O -1.14874 1.23556 -2.82765 -0.843
H -1.92275 -1.29749 -1.29655 0.369
H 3.65914 -1.20236 1.03165 0.365
H 0.93287 -1.97643 -2.95246 0.383
H -2.40969 3.02117 1.56661 0.125
O -1.09865 3.33835 -1.16733 -0.871
H -1.78196 0.61980 -2.36433 0.501
O 3.80144 -0.81194 1.89165 -0.679
H -2.79161 -0.26510 -0.61161 0.421
H 0.20653 -2.63306 3.02878 0.368
H 3.32847 0.01794 1.80902 0.382
H -0.44276 2.76122 1.28156 0.376
O 0.61005 3.01701 1.29122 -0.646
O -2.58979 -0.59097 -1.46756 -0.789
H -0.55805 -3.54419 0.61732 0.389
C 1.42502 -0.29587 -0.30080 0.348
O 0.73989 -0.42112 -3.64917 -0.733
H 1.20778 1.25643 2.05786 0.174
O -1.91202 2.46720 1.08925 -0.917
```

The calculation puts the HOMO-LUMO gap at 9.542 eV. As for the energy above the lowest of the compared OMol25 structures with the same formula, charge and spin: 0.00 kJ/mol. As for the calculated total energy: -27169.487 eV. As for the lowest unoccupied orbital energy: 3.00 eV. Its net charge is -1. For the largest force on an atom, the calculation gives 5.63 eV Å⁻¹. The HOMO energy is -6.54 eV.

---

ORCA calculation (ωB97M-V with the def2-TZVPD basis set) on 2 unconnected molecules or ions with the total composition C4H8O2Si at a distorted geometry.

Structure (XYZ):
```
15
Properties=species:S:1:pos:R:3:mulliken_charge:R:1
O -4.03032 0.71655 0.93081 -0.116
Si 0.80580 0.04652 0.34244 0.526
H 0.37742 -1.96603 -0.89144 0.278
H 1.43747 0.20916 1.62843 -0.166
H -1.45234 1.37332 -0.35394 0.275
H -1.22041 -1.24093 -0.41964 0.268
H -0.31133 -2.33674 0.72620 0.305
C -0.22399 -1.53164 -0.04782 -0.974
C -0.57749 1.40466 0.42086 0.026
H 2.01932 1.03288 -1.73853 0.320
H 2.62493 -0.57692 -1.26436 0.496
H 2.97569 0.62864 -0.28479 0.271
O -0.46982 2.41476 1.06321 -0.438
C -4.10072 -0.41608 0.86937 0.121
C 2.14578 0.24183 -0.98079 -1.192
```

The calculation puts the HOMO-LUMO gap at 9.539 eV. As for the energy above the lowest of the compared OMol25 structures with the same formula, charge and spin: 157.06 kJ/mol. As for the calculated total energy: -16248.631 eV. As for the lowest unoccupied orbital energy: 0.52 eV. For the largest force on an atom, the calculation gives 5.94 eV Å⁻¹. The HOMO energy is -9.02 eV.

---

ORCA calculation (ωB97M-V with the def2-TZVPD basis set) on a molecular structure, C16H17GaN3O2 at a distorted geometry.

Structure (XYZ):
```
39
Properties=species:S:1:pos:R:3:mulliken_charge:R:1
H -1.42443 -1.54522 1.73572 0.368
C -3.55687 2.61966 -0.45698 -1.391
C 3.37070 -2.07920 -0.32408 -0.744
C 0.95462 -2.81465 -0.07363 0.322
C 1.97728 -1.71643 -0.28111 0.665
H 2.26938 1.62491 -0.69204 0.463
C 1.13428 -3.95610 -0.84488 -0.932
C -0.84663 -4.96720 -0.01811 -0.686
N -1.36804 1.51448 -0.08208 0.161
Ga -0.27634 -0.13539 -0.17261 0.543
N -0.56448 3.66505 1.32404 -0.300
H 0.56636 4.56613 2.47567 0.384
H -3.03665 5.36155 0.15246 0.326
H -4.11189 1.64260 -0.42857 0.353
C -1.10640 -3.77120 0.69862 -0.808
C -2.10416 2.55756 0.00729 0.776
H 5.30915 -1.38990 -0.53131 0.427
C 4.29154 -1.09187 -0.53735 -0.645
C 2.57013 0.59252 -0.64654 -0.516
C 0.27430 -5.03783 -0.77675 -0.794
H 4.68173 0.95956 -0.70625 0.401
H 0.17584 -1.23261 2.08174 0.353
C -2.01699 5.12005 -0.12273 -1.196
O 0.00612 4.85335 1.70220 -0.385
O -1.98345 0.31724 -0.64890 -0.486
H -2.11195 5.04970 -1.19477 0.354
C -0.18476 -2.71387 0.67167 0.951
N -0.47483 -1.42575 1.36470 -0.204
H 0.52475 -5.88366 -1.38190 0.418
H -4.12222 3.37225 0.02501 0.424
C 3.90150 0.22492 -0.68000 -0.556
H 3.60494 -3.03951 -0.00560 0.620
H 1.94540 -3.95238 -1.50777 0.639
H -1.54714 -5.74999 0.02095 0.461
H -2.03335 -3.71837 1.23886 0.304
C 1.59019 -0.39902 -0.51725 -0.273
H -1.26321 5.89597 0.15108 0.370
H -3.48834 2.89184 -1.52636 0.339
C -1.52608 3.79080 0.50756 0.497
```

The calculation puts the HOMO-LUMO gap at 9.230 eV. As for the calculated total energy: -77800.495 eV. As for the lowest unoccupied orbital energy: -2.80 eV. Its net charge is +1. For the largest force on an atom, the calculation gives 3.54 eV Å⁻¹. The HOMO energy is -12.03 eV.

---

ORCA calculation (ωB97M-V with the def2-TZVPD basis set) on a single C4H4N2O2 molecule at a distorted geometry.

Structure (XYZ):
```
12
Properties=species:S:1:pos:R:3:mulliken_charge:R:1
C -0.85268 0.88826 -1.10909 0.722
N -0.22938 0.17738 -0.06320 0.028
C 1.09172 0.27379 0.27959 -0.024
C 0.39464 -1.51663 1.21450 -0.377
H 0.41807 -2.46377 1.69474 0.389
H 0.30285 2.34036 -0.78840 0.336
H -1.61331 -1.43051 0.29439 0.439
N 1.52652 -0.71185 1.01077 -0.577
C -0.67378 -1.03190 0.52599 -0.325
O -1.84478 0.47109 -1.62922 -0.520
H 1.71701 1.03864 0.03052 0.331
O -0.23687 1.96516 -1.46059 -0.420
```

The calculation puts the HOMO-LUMO gap at 10.085 eV. As for the energy above the lowest of the compared OMol25 structures with the same formula, charge and spin: 68.94 kJ/mol. Its SMILES is O=C(O)n1ccnc1. As for the calculated total energy: -11287.825 eV. As for the lowest unoccupied orbital energy: 0.38 eV. For the largest force on an atom, the calculation gives 2.76 eV Å⁻¹. The HOMO energy is -9.70 eV.

---

ORCA calculation (ωB97M-V with the def2-TZVPD basis set) on a single C2N2S2 molecule at a distorted geometry.

Structure (XYZ):
```
6
Properties=species:S:1:pos:R:3:mulliken_charge:R:1
C 2.00113 -0.04250 -0.04338 0.380
N 2.85965 0.50816 -0.57060 -0.303
N -2.75239 -0.77395 -0.45042 -0.313
S -0.84132 1.09244 0.43131 -0.075
S 0.74168 -0.80827 0.72528 -0.076
C -2.00875 0.02413 -0.09218 0.387
```

The calculation puts the HOMO-LUMO gap at 7.270 eV. As for the energy above the lowest of the compared OMol25 structures with the same formula, charge and spin: 81.61 kJ/mol. Its SMILES is N#CSSC#N. As for the calculated total energy: -26722.281 eV. As for the lowest unoccupied orbital energy: -3.33 eV. For the largest force on an atom, the calculation gives 2.71 eV Å⁻¹. The HOMO energy is -10.60 eV.

---

ORCA calculation (ωB97M-V with the def2-TZVPD basis set) on a single C6H9NO2 molecule.

Structure (XYZ):
```
18
Properties=species:S:1:pos:R:3:mulliken_charge:R:1
C 0.45830 -2.20515 -0.13489 -0.847
N 1.06782 -0.87183 -0.19108 -0.382
H -2.47791 1.25582 0.46276 0.329
H 1.84665 -0.87564 -0.84096 0.298
H 1.08192 1.20247 1.36301 0.408
C 1.61429 2.34161 -1.33242 -0.075
H 2.17405 3.18207 -1.66485 0.466
H 1.24009 -2.94143 0.05514 0.366
C 0.08957 0.19212 -0.65513 1.200
H -0.07975 -2.46053 -1.05200 0.312
H -2.29148 -0.46069 0.40486 0.330
O -0.82495 -0.09292 -1.51029 -0.820
C 0.96681 1.38455 -0.99457 -1.117
O 0.14269 1.17464 1.65844 -0.423
C -0.54599 0.60137 0.74290 0.514
C -1.97510 0.42096 0.96724 -1.189
H -0.24715 -2.25969 0.69921 0.230
H -2.23988 0.41225 2.02264 0.403
```

The calculation puts the HOMO-LUMO gap at 7.869 eV. As for the energy above the lowest of the compared OMol25 structures with the same formula, charge and spin: 469.23 kJ/mol. As for the calculated total energy: -11948.455 eV. As for the lowest unoccupied orbital energy: -0.50 eV. For the largest force on an atom, the calculation gives 0.43 eV Å⁻¹. The HOMO energy is -8.37 eV.